Entry 1:
An isolated ion of composition C7H11N2 and charge +1, computed with the ωB97M-V functional and the def2-TZVPD basis.

Atoms and positions in Å:
C -1.24926 -1.30036 -1.40523
C 1.81954 -0.97335 2.08503
C 0.68958 -0.33466 2.15386
C -0.38495 1.32045 -1.14902
C -1.09809 0.81696 -2.40036
C -0.20009 0.29065 -0.01111
C 0.37037 0.86017 1.19875
N -0.71177 -0.85115 -0.30438
N -1.45026 -0.45872 -2.40302
H -1.59176 -2.29977 -1.45482
H 2.06371 -1.74405 2.87914
H 2.57733 -0.94567 1.30247
H -0.03265 -0.40082 2.96808
H 0.48481 1.91278 -1.38817
H -0.93308 2.18526 -0.76042
H -1.53642 1.60372 -3.03183
H -0.32436 1.56817 1.76861
H 1.20328 1.53781 0.96258
H -0.83990 -1.63596 0.48408
H -1.98503 -0.81521 -3.21718

Force components x, y, z for each atom (eV/Å):
C -0.886 -1.259 -1.720
C 1.500 -2.841 1.372
C -0.786 2.952 -0.133
C -0.469 0.648 -0.199
C 0.154 0.535 1.518
C -0.625 3.265 -3.026
C -0.564 -1.116 2.385
N 0.354 -3.278 5.613
N -0.954 1.347 -2.286
H -0.146 -0.553 -0.149
H -0.385 0.913 -1.025
H -0.303 0.582 0.047
H 0.389 -0.466 -0.037
H 1.178 -0.599 -0.314
H -0.741 -0.199 0.377
H 0.237 -1.124 -0.255
H 0.353 -0.934 -1.028
H 0.139 -0.615 -0.137
H 1.042 2.436 -1.749
H 0.511 0.305 0.748

## Properties
- Multiplicity: 1
- Relative energy (zero: lowest compared OMol25 entry of this formula, charge and spin): 4.085 eV
- Orbital gap (spin up / spin down): 7.3 / 7.2 eV
- Total charge: +1
- E_HOMO (spin up / spin down): -0.419 / -0.423 Ha
- Molar mass: 123.18 Da
- Total energy: -10407.6340 eV


Entry 2:
An isolated ion of composition C7H11N2O and charge +1, computed with the ωB97M-V functional and the def2-TZVPD basis.

Atoms and positions in Å:
C -3.09352 0.46209 -0.20038
C -1.64410 0.45109 -0.15729
C -0.79075 1.48994 -0.49096
C 0.74215 1.33847 -0.52926
C 1.31834 0.03116 -0.07439
N 2.61438 -0.20146 0.04712
O 3.38355 0.79555 -0.43367
N 0.34175 -0.86822 0.37252
C 1.05876 -2.13520 0.80458
C -0.97485 -0.75445 0.29510
H -3.46276 1.19609 0.58096
H -3.49949 -0.43853 -0.00284
H -3.42342 0.75604 -1.20571
H -1.16582 2.48148 -0.59463
H 0.93542 1.53039 -1.57495
H 0.99824 2.22858 0.08080
H 4.37791 0.49873 -0.26656
H 1.73700 -2.40071 -0.00055
H 1.81871 -2.01750 1.70269
H 0.43477 -2.90863 0.96906
H -1.70629 -1.53488 0.67835

Force components x, y, z for each atom (eV/Å):
C -0.411 4.167 -0.026
C 3.495 0.509 -0.526
C -0.014 -2.809 1.248
C -2.207 1.101 0.278
C 1.570 2.624 -0.132
N -3.049 -0.915 -0.031
O 2.524 -0.202 0.378
N 1.095 -3.183 1.019
C 3.125 2.212 0.866
C -0.094 0.594 0.153
H 0.042 -0.744 -1.072
H -1.365 -3.091 0.758
H -0.145 0.142 0.419
H -0.258 0.590 -0.571
H 0.800 0.323 -0.347
H 0.970 -0.574 -0.407
H -3.131 0.704 -0.439
H -0.194 0.007 -0.249
H -2.060 0.351 -1.602
H -2.457 -2.255 0.677
H 1.764 0.449 -0.394

## Properties
- Multiplicity: 1
- Relative energy (zero: lowest compared OMol25 entry of this formula, charge and spin): 3.396 eV
- Orbital gap (spin up / spin down): 7.7 / 7.7 eV
- Total charge: +1
- E_HOMO (spin up / spin down): -0.479 / -0.479 Ha
- Molar mass: 139.18 Da
- Total energy: -12455.0382 eV